{"formula": "C34H39BN9O6S3Ta", "method": "ωB97M-V/def2-TZVPD", "species": ["Ta", "C", "C", "N", "O", "C", "C", "N", "O", "H", "H", "H", "H", "H", "H", "H", "C", "C", "N", "C", "C", "C", "C", "C", "C", "C", "C", "C", "N", "C", "H", "H", "H", "H", "H", "H", "H", "H", "C", "N", "C", "C", "N", "B", "N", "C", "C", "N", "C", "C", "S", "C", "S", "H", "H", "H", "H", "H", "H", "H", "H", "H", "H", "H", "H", "C", "C", "C", "C", "C", "C", "C", "S", "O", "O", "N", "C", "C", "C", "O", "O", "H", "H", "H", "H", "H", "H", "H", "H", "H", "H", "H", "H"], "positions_angstrom": [[0.39594, -0.03366, -0.56540], [-3.75969, 1.10499, -4.25819], [-2.90732, 0.98701, -3.02995], [-2.74319, 1.86895, -2.12133], [-3.40215, 3.05233, -2.23472], [-2.18406, -0.28643, -2.77194], [-2.67259, -1.59126, -3.30476], [-1.14057, -0.26401, -2.03457], [-0.53624, -1.43008, -1.68462], [-3.80470, 2.12661, -4.63779], [-4.78106, 0.76713, -4.07082], [-3.34781, 0.49861, -5.06302], [-4.02308, 3.02974, -2.98205], [-3.56151, -1.47820, -3.91626], [-2.90020, -2.24660, -2.46066], [-1.88841, -2.07748, -3.88673], [-0.15604, 4.11042, -2.24217], [0.01864, 2.73519, -2.07870], [0.27294, 2.18611, -0.90032], [0.38750, 2.98954, 0.18706], [0.21736, 4.37331, 0.11502], [-0.07295, 4.92784, -1.14554], [0.38257, 5.16375, 1.29995], [0.75052, 4.58658, 2.46346], [0.96980, 3.17084, 2.54711], [1.42876, 2.53686, 3.71796], [1.65553, 1.18951, 3.70033], [1.38775, 0.46055, 2.53442], [0.92313, 1.02198, 1.42966], [0.75270, 2.37291, 1.42267], [-0.35968, 4.50506, -3.22658], [-0.03898, 2.06051, -2.92086], [-0.21133, 5.99759, -1.23915], [0.23172, 6.23316, 1.23397], [0.90548, 5.18480, 3.35195], [1.61623, 3.12441, 4.60813], [2.03473, 0.66581, 4.56593], [1.54269, -0.60767, 2.50921], [0.26439, -4.39557, -1.45634], [-0.45695, -3.99104, -0.25608], [-1.62300, -4.56033, 0.20489], [-1.91304, -3.95480, 1.38043], [-0.93460, -3.02339, 1.63889], [-0.71134, -2.35955, 3.03073], [-1.34133, -0.90349, 3.17890], [-1.52780, -0.42605, 4.45653], [-1.98032, 0.84690, 4.37908], [-2.07185, 1.15075, 3.04279], [-2.62775, 2.38492, 2.50250], [-1.67916, 0.06987, 2.33287], [-1.81462, 0.01204, 0.59909], [-0.07031, -3.05278, 0.61848], [1.36040, -2.06220, 0.46304], [-0.21476, -5.28620, -1.85241], [1.29416, -4.63187, -1.19752], [0.24126, -3.59994, -2.19574], [-2.11617, -5.35568, -0.32463], [-2.71119, -4.13572, 2.07754], [0.46777, -2.27082, 3.23217], [-1.26875, -3.03489, 3.84669], [-1.32440, -1.04284, 5.31383], [-2.25836, 1.54883, 5.14531], [-2.43611, 3.18671, 3.21122], [-3.70045, 2.28145, 2.34828], [-2.15249, 2.61348, 1.55184], [10.79858, -3.72443, -1.20565], [9.46435, -3.11434, -0.88878], [9.21039, -1.77322, -1.16322], [7.97448, -1.20827, -0.89207], [6.97719, -1.99989, -0.33947], [7.20887, -3.33859, -0.04452], [8.44821, -3.88416, -0.32022], [5.39026, -1.31413, -0.03600], [4.75332, -2.04950, 1.01711], [5.52390, 0.11387, 0.01375], [4.47946, -1.62924, -1.37190], [4.59235, -0.85274, -2.59354], [3.90695, 0.52570, -2.48425], [2.59277, 0.38233, -1.80822], [1.49961, 0.14626, -2.42361], [2.46934, 0.45661, -0.54286], [11.59022, -2.97733, -1.18610], [10.78487, -4.16733, -2.20362], [11.05058, -4.51373, -0.49907], [9.99687, -1.15780, -1.58167], [7.79045, -0.15864, -1.07673], [6.43410, -3.93307, 0.42162], [8.64041, -4.92199, -0.07846], [4.19758, -2.59357, -1.45153], [4.11044, -1.43201, -3.38036], [5.63371, -0.70339, -2.88986], [3.75537, 0.93841, -3.48100], [4.51891, 1.19024, -1.87883]], "atomic_forces_ev_per_a": [[0.1, -0.2, -0.1], [0.0, 0.0, 0.0], [0.0, -0.1, 0.0], [0.0, 0.0, 0.0], [0.0, 0.0, 0.0], [0.0, 0.1, 0.0], [0.0, 0.0, 0.0], [0.1, 0.0, 0.0], [0.0, 0.1, 0.1], [0.0, 0.0, 0.0], [0.0, 0.0, 0.0], [0.0, 0.0, 0.0], [0.0, 0.0, 0.0], [0.0, 0.0, 0.0], [0.0, 0.0, 0.0], [0.0, 0.0, 0.0], [0.0, 0.0, 0.0], [0.0, 0.0, 0.0], [0.0, 0.0, 0.0], [0.0, 0.0, 0.0], [0.0, 0.0, 0.0], [0.0, 0.0, 0.0], [0.0, 0.0, 0.0], [0.0, 0.0, 0.0], [0.0, 0.0, 0.0], [0.0, 0.0, 0.0], [0.0, 0.0, 0.0], [0.0, 0.0, 0.0], [0.0, 0.0, 0.0], [0.0, 0.0, 0.0], [0.0, 0.0, 0.0], [0.0, 0.0, 0.0], [0.0, 0.0, 0.0], [0.0, 0.0, 0.0], [0.0, 0.0, 0.0], [0.0, 0.0, 0.0], [0.0, 0.0, 0.0], [0.0, 0.0, 0.0], [0.0, 0.0, 0.0], [0.0, 0.0, 0.0], [0.0, 0.0, 0.0], [0.0, 0.0, 0.0], [0.0, 0.0, 0.0], [0.0, 0.0, 0.0], [0.0, 0.0, 0.0], [0.0, 0.0, 0.0], [0.0, 0.0, 0.0], [0.0, 0.0, 0.0], [0.0, 0.0, 0.0], [0.0, 0.0, 0.0], [0.0, 0.0, 0.0], [0.0, 0.0, 0.0], [0.0, 0.1, 0.0], [0.0, 0.0, 0.0], [0.0, 0.0, 0.0], [0.0, 0.0, 0.0], [0.0, 0.0, 0.0], [0.0, 0.0, 0.0], [0.0, 0.0, 0.0], [0.0, 0.0, 0.0], [0.0, 0.0, 0.0], [0.0, 0.0, 0.0], [0.0, 0.0, 0.0], [0.0, 0.0, 0.0], [0.0, 0.0, 0.0], [0.0, 0.0, 0.0], [0.0, 0.0, 0.0], [0.0, 0.0, 0.0], [0.0, 0.0, 0.0], [0.0, -0.1, 0.0], [0.0, 0.0, 0.0], [0.0, 0.0, 0.0], [0.1, 0.0, 0.1], [0.1, 0.0, -0.1], [-0.1, 0.0, -0.1], [-0.2, 0.1, 0.0], [0.1, -0.1, -0.1], [0.0, 0.0, 0.0], [0.0, 0.0, 0.0], [-0.1, 0.0, -0.1], [0.0, 0.0, 0.1], [0.0, 0.0, 0.0], [0.0, 0.0, 0.0], [0.0, 0.0, 0.0], [0.0, 0.0, 0.0], [0.0, 0.0, 0.0], [0.0, 0.0, 0.0], [0.0, 0.0, 0.0], [0.1, 0.0, 0.0], [0.0, 0.0, 0.0], [0.0, 0.0, 0.0], [0.0, 0.0, 0.0], [0.0, 0.0, 0.0]], "charge": 2, "lumo_energy_ev": -6.215, "relative_energy_kj_mol": 0.00, "energy_ha": -3539.444755, "gap_ev": 6.6}